No. 1
77
Properties=species:S:1:pos:R:3:forces:R:3 method="wB97M-V/def2-TZVPD" lumo_ev="-4.465 / -4.345" total_charge=+1 multiplicity=1
Mn 11.047 12.521 8.875 -0.219 -0.204 0.789
C 13.863 14.878 7.330 -0.720 1.391 -0.178
C 14.833 13.826 6.923 1.353 0.637 0.073
C 16.027 14.252 6.314 -0.032 0.757 -0.833
C 16.975 13.361 5.781 -0.352 1.886 -0.327
C 16.670 12.046 5.874 -0.522 -2.388 0.731
C 15.541 11.556 6.581 0.307 0.781 0.267
C 14.636 12.469 7.172 0.160 -0.626 -0.339
P 13.252 11.920 8.279 1.013 -1.031 -0.978
C 13.284 10.085 7.991 -0.570 -0.192 0.438
C 13.598 9.214 9.073 -0.014 -0.869 -1.644
C 13.536 7.828 8.845 -0.377 0.761 0.379
C 13.132 7.317 7.624 -0.401 0.104 -0.135
C 12.882 8.159 6.546 0.304 0.860 0.348
C 12.905 9.572 6.721 0.487 -0.792 1.070
C 12.611 10.421 5.519 -0.021 -1.824 -1.228
C 13.835 12.053 9.978 -0.273 1.312 1.765
C 15.014 12.731 10.373 -0.344 -1.621 -1.918
C 15.214 13.144 11.649 0.787 0.526 1.363
C 14.294 12.846 12.671 -0.116 0.215 -1.177
C 13.155 12.112 12.341 -1.005 1.031 0.602
C 12.840 11.845 10.978 1.682 0.543 0.746
C 11.494 11.525 10.586 -2.546 -1.137 -1.776
H 14.374 15.885 7.386 -0.517 -1.130 0.192
H 13.371 14.652 8.313 0.253 0.372 -0.971
H 13.107 15.010 6.493 0.453 -0.289 1.188
H 16.160 15.343 6.125 -0.080 -0.947 0.384
H 17.868 13.716 5.207 -0.928 -0.326 0.816
H 17.363 11.323 5.470 -0.049 -0.186 -0.113
H 15.406 10.478 6.711 0.112 0.433 -0.087
H 13.930 9.532 10.046 -0.077 0.437 0.039
H 13.723 7.125 9.647 0.086 0.166 0.125
H 12.896 6.257 7.578 0.471 0.054 -0.354
H 12.740 7.733 5.549 -0.377 0.212 0.349
H 13.565 10.492 4.952 -0.628 0.348 0.139
H 12.167 11.407 5.652 0.055 -0.134 0.195
H 11.944 9.726 4.916 0.511 1.418 0.273
H 15.772 12.813 9.599 0.062 0.528 0.210
H 16.127 13.724 11.856 -0.552 -0.326 0.080
H 14.407 13.351 13.622 0.058 -0.532 0.205
H 12.356 12.013 13.148 1.073 -0.179 -1.335
H 10.665 11.935 11.200 0.529 -0.769 0.227
H 11.304 10.462 10.198 0.208 1.236 0.954
C 8.989 12.611 6.074 -1.386 -0.546 -1.056
C 8.691 11.642 7.228 0.902 -0.450 0.655
C 7.736 12.211 8.282 -0.546 0.250 0.274
C 10.026 11.455 7.821 0.894 1.604 0.960
C 8.162 10.275 6.831 -0.508 1.755 -1.538
C 8.292 9.211 7.674 -0.036 -1.431 -0.240
C 7.677 8.006 7.306 -0.347 0.742 -0.385
C 6.884 7.873 6.144 0.025 0.413 1.125
C 6.719 8.993 5.341 0.251 0.728 -0.576
C 7.417 10.178 5.662 -0.831 -1.435 -0.644
H 9.135 13.616 6.446 0.078 0.047 0.059
H 8.128 12.579 5.351 0.917 0.360 0.648
H 9.885 12.262 5.557 -0.072 0.230 -0.190
H 7.929 13.248 8.571 0.176 -0.043 -0.270
H 7.701 11.630 9.215 0.189 -0.092 -0.379
H 6.743 12.146 7.847 -0.287 0.209 0.059
H 10.512 10.466 7.692 -0.015 0.355 0.103
H 8.942 9.299 8.552 -0.545 -0.259 -0.075
H 7.721 7.204 7.996 0.183 -0.874 0.400
H 6.332 6.945 6.006 0.225 0.233 -0.225
H 6.070 9.053 4.434 0.640 -0.531 0.894
H 7.333 10.938 4.890 0.081 0.225 0.589
C 10.515 14.169 8.842 1.485 -2.773 -1.095
C 10.101 15.467 9.023 -1.661 2.344 -0.783
C 10.118 16.115 10.288 0.433 -1.835 -0.701
C 9.357 17.212 10.567 0.751 0.820 0.995
C 8.780 17.909 9.515 -2.063 0.912 -0.195
C 8.766 17.383 8.221 0.527 -0.377 -1.024
C 9.414 16.153 7.960 0.230 0.494 -0.892
H 10.795 15.582 10.929 -0.291 0.224 1.115
H 9.321 17.567 11.611 0.008 0.037 -0.785
H 8.170 18.856 9.701 1.124 -1.373 -0.147
H 8.286 17.951 7.376 0.572 -0.738 1.084
H 9.495 15.790 6.884 -0.344 0.264 1.692



No. 2
83
Properties=species:S:1:pos:R:3:forces:R:3 method="wB97M-V/def2-TZVPD" de_lowest_kj_mol=0.0 lumo_ev="0.339 / 0.342" multiplicity=5
Pm 0.585 -1.352 0.293 0.602 -0.367 0.390
C -1.362 1.076 -4.760 0.021 0.022 -0.071
C -2.236 0.063 -4.393 0.011 0.017 -0.063
C -2.491 -0.182 -3.055 0.002 0.002 0.065
C -1.866 0.577 -2.072 -0.183 -0.038 0.026
C -0.975 1.579 -2.446 0.120 0.061 0.086
C -0.732 1.836 -3.785 0.050 0.034 -0.042
P -2.099 0.284 -0.289 0.132 -0.009 0.014
C -3.434 1.449 0.150 0.034 0.002 -0.120
C -3.868 2.466 -0.695 0.043 -0.013 0.006
C -4.852 3.352 -0.281 -0.002 0.010 -0.006
C -5.418 3.229 0.976 -0.032 0.004 0.015
C -4.998 2.211 1.821 -0.061 0.068 0.026
C -4.011 1.335 1.414 0.047 -0.083 0.055
C -2.783 -1.372 -0.096 -0.088 -0.074 -0.019
C -4.129 -1.711 -0.246 -0.055 0.129 -0.013
C -4.516 -3.022 -0.049 -0.043 -0.063 0.000
C -3.557 -3.975 0.285 0.033 -0.076 0.027
C -2.223 -3.621 0.421 -0.016 0.073 -0.025
C -1.778 -2.298 0.247 -0.025 0.158 -0.052
H -1.171 1.271 -5.808 0.009 0.005 -0.013
H -2.715 -0.540 -5.151 -0.029 -0.031 -0.044
H -3.155 -0.986 -2.770 -0.062 -0.044 0.029
H -0.448 2.145 -1.681 -0.059 -0.018 -0.036
H -0.043 2.623 -4.064 0.010 0.014 -0.021
H -3.439 2.567 -1.683 0.011 -0.002 -0.020
H -5.178 4.137 -0.950 -0.019 0.036 -0.023
H -6.188 3.917 1.295 -0.037 0.032 0.018
H -5.441 2.103 2.801 -0.033 -0.004 0.068
H -3.696 0.539 2.078 0.018 -0.018 0.008
H -4.867 -0.955 -0.501 0.041 -0.028 0.007
H -5.554 -3.306 -0.155 -0.037 -0.018 0.001
H -3.860 -5.005 0.441 0.001 0.025 -0.003
H -1.510 -4.400 0.669 0.024 -0.029 0.015
I 4.058 -1.248 0.543 -0.203 -0.111 -0.104
C 4.209 0.818 0.271 0.110 0.077 -0.034
C 5.446 1.331 0.001 -0.063 -0.139 0.015
C 5.602 2.723 -0.135 0.065 0.038 -0.001
C 4.525 3.535 0.048 0.028 0.062 -0.032
C 3.248 3.007 0.347 0.027 0.047 0.022
C 2.174 3.883 0.617 -0.093 0.012 0.015
C 0.963 3.369 0.966 -0.013 0.003 0.003
C 0.757 1.972 0.970 0.031 -0.153 0.048
C 1.730 1.032 0.663 -0.117 0.062 -0.025
C 3.032 1.602 0.422 -0.107 -0.129 0.061
H 6.303 0.678 -0.095 0.022 -0.018 0.011
H 6.578 3.135 -0.353 0.022 0.003 -0.013
H 4.632 4.611 -0.015 0.008 0.036 -0.003
H 2.345 4.950 0.571 -0.002 0.065 0.005
H 0.144 4.028 1.223 -0.080 0.077 0.005
H -0.249 1.641 1.226 0.140 0.038 -0.039
C -0.273 -0.714 7.123 0.023 0.029 0.085
C -0.047 -0.815 5.647 -0.040 -0.007 -0.128
C 1.223 -0.986 5.111 -0.005 -0.008 -0.085
C 1.378 -1.089 3.739 0.044 0.060 0.039
N 0.355 -1.035 2.891 -0.166 -0.021 -0.288
C -0.869 -0.871 3.396 -0.121 -0.012 0.137
C -1.112 -0.752 4.751 0.079 -0.011 -0.038
H 0.667 -0.728 7.670 0.008 0.002 0.007
H -0.884 -1.546 7.473 -0.028 -0.028 0.015
H -0.801 0.207 7.370 -0.020 0.022 0.012
H 2.092 -1.038 5.752 0.022 -0.005 0.024
H 2.359 -1.215 3.296 0.029 -0.010 -0.002
H -1.684 -0.855 2.680 0.013 -0.005 0.007
H -2.127 -0.622 5.103 -0.021 0.001 0.015
I 1.349 -4.996 -0.381 0.092 0.063 -0.018
C 1.493 -3.537 1.240 0.063 -0.012 0.091
H 2.527 -3.691 1.577 -0.196 0.029 0.029
H 0.853 -3.990 2.010 0.055 0.101 -0.110
C 3.813 -2.809 -3.005 -0.027 -0.060 -0.107
As 2.520 -1.438 -3.410 -0.044 0.066 0.057
C 2.418 -1.429 -5.333 -0.002 0.008 -0.057
C 3.248 0.284 -2.921 -0.094 0.002 0.013
S 0.597 -1.777 -2.635 0.045 0.046 0.058
H 4.813 -2.417 -3.188 0.006 -0.043 0.010
H 3.611 -3.658 -3.659 0.018 0.069 0.051
H 3.707 -3.129 -1.972 -0.026 0.038 0.002
H 3.412 -1.279 -5.757 -0.064 -0.003 0.004
H 1.750 -0.621 -5.638 0.059 -0.083 0.037
H 2.007 -2.384 -5.665 0.047 0.110 0.054
H 4.334 0.243 -2.867 0.018 -0.004 -0.023
H 2.844 0.584 -1.952 0.023 -0.067 -0.147
H 2.934 1.003 -3.678 0.007 -0.019 0.041



No. 3
90
Properties=species:S:1:pos:R:3:forces:R:3 method="wB97M-V/def2-TZVPD" lumo_ev="-0.039 / -0.094" multiplicity=4
Co -0.041 -0.212 -0.068 -0.009 0.042 -0.020
C 1.487 4.283 2.437 -0.023 0.028 0.017
C 2.049 5.045 1.270 0.005 0.000 0.004
C 3.121 5.919 1.413 0.013 0.000 0.029
C 3.648 6.602 0.326 -0.016 -0.012 -0.015
C 3.106 6.425 -0.938 0.008 -0.002 0.010
C 2.031 5.564 -1.102 -0.014 0.006 0.004
C 1.511 4.884 -0.009 0.021 -0.002 -0.050
N 0.422 3.979 -0.211 -0.049 0.022 0.025
C 0.626 2.623 -0.331 0.050 0.034 0.011
N 1.896 2.232 -0.558 0.001 -0.040 -0.034
C 2.380 1.023 -1.161 -0.018 0.069 0.024
C 1.673 -0.178 -1.085 0.010 -0.013 -0.008
C 2.245 -1.270 -1.752 -0.040 -0.026 0.023
C 3.453 -1.179 -2.422 0.013 0.019 -0.002
C 4.139 0.028 -2.436 -0.001 0.000 -0.004
C 3.617 1.151 -1.813 0.006 -0.038 -0.017
C 4.366 2.458 -1.857 0.000 0.020 0.015
N -0.366 1.786 -0.234 -0.031 -0.136 -0.020
C -1.703 2.266 -0.228 0.013 0.049 0.008
C -2.376 2.452 0.973 -0.001 0.005 0.022
C -3.723 2.791 0.975 -0.010 0.000 -0.023
C -4.395 2.944 -0.227 0.008 0.000 0.010
C -3.713 2.773 -1.426 -0.007 0.002 -0.003
C -2.364 2.441 -1.451 -0.009 0.009 0.002
C -1.621 2.264 -2.744 0.007 -0.018 -0.015
H 2.045 4.506 3.344 0.003 -0.020 0.005
H 1.514 3.204 2.275 0.018 -0.001 0.009
H 0.441 4.545 2.617 0.009 0.009 -0.001
H 3.554 6.059 2.397 0.002 0.003 -0.001
H 4.487 7.271 0.467 0.001 0.004 0.000
H 3.513 6.953 -1.790 0.002 0.000 0.000
H 1.582 5.405 -2.074 -0.002 0.001 -0.003
H -0.440 4.207 0.266 -0.005 -0.003 -0.019
H 2.562 2.988 -0.541 -0.001 -0.010 0.002
H 1.727 -2.223 -1.738 0.007 0.004 -0.005
H 3.865 -2.044 -2.927 0.005 -0.003 0.000
H 5.091 0.109 -2.949 0.001 -0.003 -0.003
H 5.293 2.345 -2.417 -0.001 -0.005 -0.003
H 4.637 2.815 -0.857 -0.001 0.003 0.002
H 3.784 3.249 -2.339 0.000 -0.002 -0.002
H -1.848 2.296 1.905 0.009 -0.011 0.007
H -4.242 2.921 1.916 0.000 -0.001 0.004
H -5.447 3.197 -0.237 -0.001 0.001 -0.001
H -4.240 2.896 -2.365 0.002 0.003 -0.003
H -2.303 2.312 -3.592 0.004 -0.003 -0.006
H -1.089 1.311 -2.770 -0.006 0.006 -0.002
H -0.864 3.043 -2.871 -0.006 0.012 0.013
Br -5.989 -1.781 -2.734 -0.038 -0.011 -0.015
C -4.306 -1.431 -1.966 0.019 0.003 -0.007
C -4.224 -1.036 -0.640 0.012 0.018 0.044
C -2.970 -0.783 -0.117 -0.022 -0.039 -0.029
N -1.854 -0.898 -0.845 0.025 0.081 -0.046
C -1.947 -1.280 -2.120 -0.005 -0.021 0.037
C -3.158 -1.572 -2.724 0.004 -0.004 -0.009
H -5.105 -0.919 -0.028 -0.005 -0.007 -0.002
H -2.850 -0.474 0.916 0.016 -0.002 -0.003
H -1.018 -1.383 -2.666 0.000 -0.006 -0.001
H -3.184 -1.913 -3.748 -0.003 0.001 -0.008
C 0.653 -6.995 -2.551 -0.005 0.003 0.001
N -0.425 -6.308 -1.889 -0.016 0.006 -0.002
C -0.893 -6.741 -0.581 0.007 -0.004 -0.006
C -1.943 -5.680 -0.215 -0.013 0.058 0.003
N -1.818 -4.719 -1.306 0.000 -0.033 0.008
C -0.869 -5.075 -2.209 0.019 -0.004 0.009
S -0.363 -4.138 -3.495 -0.004 -0.005 0.004
H 1.567 -6.950 -1.950 0.004 -0.001 -0.005
H 0.834 -6.514 -3.508 0.003 0.000 0.002
H 0.387 -8.042 -2.711 -0.001 -0.001 0.005
H -0.060 -6.759 0.130 0.003 0.008 -0.001
H -1.317 -7.745 -0.636 0.001 0.001 0.000
H -1.724 -5.209 0.743 0.000 -0.001 -0.009
H -2.950 -6.098 -0.184 0.001 -0.006 -0.014
H -1.977 -3.736 -1.162 -0.016 -0.013 0.008
O 0.398 1.082 3.327 -0.009 -0.010 -0.016
S -0.509 -0.030 3.239 0.020 0.066 0.009
O -1.913 0.256 3.392 -0.015 -0.005 0.008
N -0.261 -0.874 1.853 0.043 -0.013 -0.063
C 0.093 -2.147 2.062 0.005 -0.040 0.170
S 0.350 -3.225 0.835 0.028 -0.006 -0.067
C 0.248 -2.455 3.515 -0.014 0.021 -0.054
C 0.634 -3.645 4.105 -0.007 -0.001 -0.010
C 0.724 -3.691 5.490 0.002 0.006 0.004
C 0.431 -2.572 6.267 -0.003 0.003 0.008
C 0.041 -1.377 5.677 0.012 -0.033 -0.010
C -0.036 -1.354 4.299 -0.016 -0.005 0.062
H 0.863 -4.502 3.485 0.002 -0.003 0.005
H 1.028 -4.608 5.976 0.001 -0.002 0.002
H 0.511 -2.634 7.344 -0.001 -0.004 0.001
H -0.190 -0.502 6.270 0.000 0.006 -0.004



Summary of E_tot in eV
-80601.490; -155230.660; -194726.592
(order as listed above)
Summary of maximum force in eV Å⁻¹
3.33; 0.81; 0.18
(order as listed above)